Entry 1:
Molecular formula: C4H5N3O
Method: DFT, ωB97M-V with the def2-TZVPD basis set

Geometry as XYZ:
```
13
Properties=species:S:1:pos:R:3:lowdin_charge:R:1
C -1.32 0.61 -0.34 -0.171
C -0.18 -0.26 -1.11 -0.109
C 1.15 -0.05 -0.38 -0.216
O 1.95 -1.17 -0.33 -0.052
N 2.32 -1.39 0.96 0.036
N 1.61 -0.55 1.78 0.092
C 0.73 0.33 0.89 -0.220
N -0.69 0.57 1.03 -0.035
H -1.59 1.69 -0.58 0.113
H -2.34 -0.07 -0.20 0.153
H -0.35 0.07 -2.15 0.094
H -0.45 -1.39 -1.01 0.152
H -0.84 1.60 1.43 0.163
```

As for the SMILES: C1Cc2onnc2N1. The value obtained for the largest force on an atom is 0.1117 hartree/bohr. The calculation puts the HOMO energy at -9.263 eV. The energy above the lowest of the compared OMol25 structures with the same formula, charge and spin comes out at 6.449 eV. For the HOMO-LUMO gap, the calculation gives 9.26 eV.



Entry 2:
Molecular formula: C31H61B3Cl2O24
Method: DFT, ωB97M-V with the def2-TZVPD basis set

Geometry as XYZ:
```
121
Properties=species:S:1:pos:R:3:lowdin_charge:R:1
C 6.38 -0.83 3.09 -0.116
C 4.94 -1.03 2.75 -0.694
Cl 4.69 -1.38 1.07 0.778
C 3.89 -0.97 3.58 -0.505
Cl 4.19 -0.59 5.26 0.726
B 2.40 -1.27 3.26 -0.626
O 1.54 -1.70 4.26 0.232
B 1.02 -2.95 3.99 -0.328
O 0.98 -3.36 2.67 0.200
B 1.02 -2.33 1.74 -0.352
O 1.86 -1.27 1.98 0.230
H 6.97 -1.62 2.64 0.080
H 6.72 0.13 2.70 0.090
H 6.53 -0.85 4.17 0.051
H 0.66 -3.66 4.87 0.119
H 0.34 -2.36 0.77 0.125
C 11.22 3.05 -1.38 -0.060
C 9.87 2.37 -1.36 -0.206
O 9.41 2.13 -0.02 0.035
C 8.95 3.20 0.63 -0.615
O 8.84 4.31 0.18 0.123
O 8.60 2.82 1.86 -0.005
C 8.12 3.88 2.70 -0.037
H 11.95 2.46 -0.82 0.083
H 11.58 3.14 -2.41 0.079
H 11.17 4.05 -0.95 0.075
H 9.93 1.38 -1.81 0.122
H 9.12 2.95 -1.90 0.123
H 7.31 4.41 2.21 0.096
H 8.93 4.58 2.92 0.098
H 7.78 3.40 3.61 0.091
C -5.98 -2.15 1.04 -0.054
C -5.27 -2.48 -0.25 -0.205
O -3.88 -2.79 -0.04 0.038
C -3.64 -4.00 0.46 -0.612
O -4.46 -4.84 0.71 0.122
O -2.32 -4.11 0.64 -0.001
C -1.91 -5.35 1.24 -0.028
H -5.47 -1.33 1.55 0.067
H -7.01 -1.84 0.83 0.081
H -6.01 -3.00 1.71 0.078
H -5.27 -1.62 -0.92 0.126
H -5.75 -3.31 -0.77 0.112
H -2.28 -6.20 0.67 0.097
H -2.26 -5.41 2.27 0.101
H -0.82 -5.33 1.22 0.089
C -9.58 -0.44 -5.64 -0.065
C -8.34 -1.30 -5.66 -0.208
O -7.92 -1.68 -4.34 0.034
C -8.64 -2.65 -3.77 -0.614
O -9.56 -3.24 -4.27 0.124
O -8.15 -2.86 -2.55 -0.008
C -8.85 -3.84 -1.78 -0.031
H -9.42 0.44 -5.02 0.082
H -9.82 -0.11 -6.65 0.081
H -10.44 -0.99 -5.25 0.075
H -7.49 -0.75 -6.06 0.122
H -8.49 -2.20 -6.26 0.123
H -8.92 -4.78 -2.34 0.098
H -9.85 -3.49 -1.54 0.100
H -8.27 -3.98 -0.88 0.086
C -4.15 2.67 3.09 -0.061
C -5.26 1.96 2.34 -0.206
O -6.27 1.45 3.23 0.038
C -7.11 2.35 3.74 -0.607
O -7.11 3.53 3.49 0.114
O -7.96 1.73 4.55 0.011
C -8.90 2.58 5.21 -0.026
H -3.72 2.01 3.84 0.083
H -3.37 2.96 2.39 0.082
H -4.52 3.56 3.58 0.074
H -4.88 1.08 1.84 0.110
H -5.73 2.61 1.60 0.125
H -9.47 3.16 4.48 0.076
H -8.39 3.25 5.90 0.103
H -9.56 1.91 5.75 0.097
C 15.23 1.75 -6.78 -0.065
C 14.55 0.54 -6.18 -0.207
O 13.30 0.86 -5.56 0.033
C 12.28 1.07 -6.40 -0.615
O 12.31 0.97 -7.60 0.123
O 11.21 1.39 -5.68 -0.004
C 10.04 1.71 -6.45 -0.036
H 15.36 2.52 -6.03 0.082
H 16.20 1.47 -7.17 0.081
H 14.63 2.16 -7.60 0.075
H 15.15 0.12 -5.37 0.122
H 14.39 -0.24 -6.93 0.123
H 9.81 0.90 -7.14 0.096
H 10.20 2.63 -7.01 0.099
H 9.24 1.84 -5.73 0.091
C 4.29 -5.07 1.56 -0.055
C 3.95 -4.90 0.10 -0.209
O 4.67 -5.83 -0.74 0.041
C 4.21 -7.08 -0.72 -0.613
O 3.24 -7.48 -0.13 0.121
O 4.99 -7.82 -1.51 0.004
C 4.63 -9.20 -1.57 -0.037
H 5.36 -4.97 1.71 0.086
H 3.78 -4.30 2.15 0.064
H 3.98 -6.05 1.92 0.080
H 4.25 -3.92 -0.26 0.091
H 2.88 -5.02 -0.08 0.126
H 3.59 -9.32 -1.86 0.095
H 4.79 -9.68 -0.61 0.098
H 5.29 -9.64 -2.32 0.093
C -9.89 5.16 2.11 -0.060
C -9.49 5.95 3.34 -0.210
O -9.74 7.36 3.18 0.041
C -11.02 7.73 3.29 -0.615
O -11.95 7.01 3.57 0.118
O -11.09 9.04 3.08 0.003
C -12.42 9.58 3.15 -0.040
H -9.38 5.55 1.23 0.086
H -9.61 4.12 2.24 0.065
H -10.97 5.21 1.95 0.077
H -8.42 5.88 3.50 0.115
H -10.00 5.60 4.24 0.118
H -12.89 9.32 4.10 0.095
H -13.02 9.20 2.33 0.097
H -12.30 10.65 3.07 0.092
```

As for the SMILES: C/C(Cl)=C(\Cl)B1OBOBO1.CCOC(=O)OC.CCOC(=O)OC.CCOC(=O)OC.CCOC(=O)OC.CCOC(=O)OC.CCOC(=O)OC.CCOC(=O)OC. The value obtained for the largest force on an atom is 0.0145 hartree/bohr. The calculation puts the HOMO energy at -9.647 eV. For the HOMO-LUMO gap, the calculation gives 9.75 eV.



Entry 3:
Molecular formula: C28H36BiCl2NO2P2S3
Method: DFT, ωB97M-V with the def2-TZVPD basis set

Geometry as XYZ:
```
75
Properties=species:S:1:pos:R:3:lowdin_charge:R:1
Bi 0.58 -1.03 1.16 1.503
O -0.13 -1.28 -1.22 -0.743
S -0.53 -2.47 -2.09 0.995
C 0.97 -2.90 -3.09 -0.274
C 2.21 -2.16 -2.60 -0.238
C 2.29 -0.75 -3.18 -0.215
C 3.47 0.04 -2.60 -0.292
S 3.08 1.11 -1.18 1.027
O 2.39 0.29 -0.10 -0.754
C 1.86 2.18 -1.97 -0.396
C 0.51 2.02 -1.73 -0.118
C -0.40 2.93 -2.27 -0.061
C 0.07 3.99 -3.04 -0.046
C 1.43 4.14 -3.27 -0.046
C 2.33 3.24 -2.73 -0.070
C -1.56 -1.79 -3.38 -0.391
C -1.74 -0.42 -3.49 -0.068
C -2.55 0.06 -4.51 -0.049
C -3.17 -0.81 -5.39 -0.050
C -3.00 -2.19 -5.25 -0.051
C -2.19 -2.68 -4.23 -0.080
H 0.76 -2.68 -4.13 0.102
H 1.08 -3.98 -2.97 0.093
H 3.09 -2.73 -2.90 0.131
H 2.21 -2.12 -1.51 0.085
H 1.36 -0.22 -3.00 0.091
H 2.42 -0.82 -4.26 0.133
H 3.89 0.74 -3.32 0.100
H 4.27 -0.62 -2.26 0.103
H 0.16 1.19 -1.14 0.072
H -1.46 2.81 -2.08 0.112
H -0.64 4.71 -3.44 0.119
H 1.78 4.97 -3.87 0.120
H 3.40 3.37 -2.90 0.120
H -1.26 0.24 -2.79 0.077
H -2.69 1.13 -4.61 0.113
H -3.79 -0.43 -6.18 0.117
H -3.49 -2.87 -5.92 0.119
H -2.07 -3.75 -4.10 0.119
Cl -1.26 -3.81 0.99 0.532
C -0.10 -5.14 1.28 -0.934
Cl 1.56 -4.55 1.35 0.511
H -0.18 -5.84 0.46 0.040
H -0.35 -5.60 2.23 0.038
C 1.19 2.99 1.48 -0.213
P 0.92 1.40 2.30 0.802
C 2.40 1.29 3.37 -0.215
C -0.50 1.66 3.40 -0.384
C -1.12 2.91 3.52 -0.062
C -2.21 3.07 4.36 -0.035
C -2.69 1.99 5.09 -0.032
C -2.09 0.75 4.97 -0.060
C -1.01 0.57 4.12 -0.393
P -0.25 -1.07 3.88 0.800
C 0.64 -1.35 5.46 -0.219
C -1.62 -2.26 4.01 -0.266
H 0.34 3.27 0.87 0.058
H 2.09 2.93 0.86 0.040
H 1.36 3.74 2.26 0.070
H 2.41 2.13 4.07 0.073
H 3.29 1.33 2.74 0.060
H 2.41 0.36 3.93 0.022
H -0.76 3.76 2.95 0.101
H -2.69 4.03 4.44 0.123
H -3.53 2.12 5.76 0.123
H -2.48 -0.09 5.54 0.109
H -0.08 -1.30 6.28 0.062
H 1.40 -0.58 5.62 0.038
H 1.12 -2.33 5.45 0.057
H -2.09 -2.18 4.99 0.053
H -1.22 -3.27 3.89 0.032
H -2.35 -2.06 3.23 0.034
S -3.67 0.92 0.35 0.739
C -2.39 0.15 0.82 -0.955
N -1.42 -0.43 1.20 -0.257
```

Its total charge is +2. The value obtained for the largest force on an atom is 0.0178 hartree/bohr. The calculation puts the HOMO energy at -13.852 eV. The energy above the lowest of the compared OMol25 structures with the same formula, charge and spin comes out at 0.686 eV. For the HOMO-LUMO gap, the calculation gives 8.27 eV.



Q: HOMO of number 1 (C4H5N3O)?
A: -9.263 eV



Q: Look up the HOMO of the first one.
A: -9.263 eV